1.
This record from OMol25 describes a molecular structure, C36H24BrF3N3O3PdSSb. The level of theory is ωB97M-V/def2-TZVPD.

Geometry (Å):
1 Pd 0.59 -0.18 -0.04
2 S -0.98 5.96 -2.94
3 C -0.72 4.41 -2.10
4 C 0.50 4.11 -1.52
5 C 0.63 2.93 -0.81
6 N -0.37 2.06 -0.65
7 C -1.53 2.34 -1.23
8 C -1.76 3.50 -1.97
9 C -1.47 6.93 -1.53
10 C -0.54 7.58 -0.74
11 C -0.98 8.31 0.35
12 N -2.26 8.44 0.70
13 C -3.15 7.80 -0.06
14 C -2.81 7.04 -1.18
15 H 1.33 4.80 -1.60
16 H 1.56 2.66 -0.33
17 H -2.32 1.61 -1.09
18 H -2.73 3.69 -2.41
19 H 0.52 7.51 -0.97
20 H -0.27 8.83 0.99
21 H -4.19 7.90 0.24
22 H -3.57 6.55 -1.76
23 O -2.07 -2.09 -2.50
24 C -1.00 -1.65 -2.11
25 N 0.06 -1.23 -1.76
26 F 4.72 -6.03 -1.50
27 C 3.78 -5.26 -0.88
28 C 3.72 -5.27 0.50
29 C 2.75 -4.49 1.12
30 C 1.85 -3.72 0.39
31 C 1.97 -3.72 -1.00
32 C 2.93 -4.49 -1.65
33 Sb 0.37 -2.46 1.43
34 C -0.06 -4.23 2.85
35 C -0.70 -4.00 4.07
36 C -1.31 -5.02 4.80
37 C -1.30 -6.29 4.27
38 F -1.90 -7.30 4.98
39 C -0.72 -6.58 3.06
40 C -0.12 -5.54 2.35
41 C 2.02 -1.79 2.69
42 C 2.07 -1.94 4.07
43 C 3.15 -1.48 4.83
44 C 4.18 -0.85 4.17
45 F 5.24 -0.39 4.89
46 C 4.19 -0.69 2.80
47 C 3.11 -1.17 2.07
48 H 4.42 -5.88 1.06
49 H 2.69 -4.49 2.20
50 H 1.31 -3.08 -1.58
51 H 3.02 -4.50 -2.73
52 H -0.73 -2.99 4.47
53 H -1.79 -4.84 5.75
54 H -0.75 -7.59 2.67
55 H 0.34 -5.76 1.39
56 H 1.25 -2.43 4.59
57 H 3.19 -1.60 5.91
58 H 5.01 -0.17 2.32
59 H 3.08 -1.03 0.99
60 Br 3.26 3.42 2.28
61 C 2.42 2.75 3.85
62 C 2.95 3.25 5.04
63 C 2.41 2.88 6.26
64 C 1.33 2.02 6.29
65 C 0.81 1.53 5.11
66 C 1.34 1.87 3.86
67 C 0.70 1.15 2.65
68 O -0.36 0.55 2.89
69 O 1.34 1.21 1.57
70 H 3.79 3.93 5.00
71 H 2.83 3.27 7.18
72 H 0.90 1.72 7.24
73 H -0.03 0.84 5.09

Computed properties:
Strongest force on any atom = 0.67 eV/A
Energy relative to the best compared isomer or geometry (same formula, charge and spin) = 0.332 eV
HOMO = -0.1974 eV
Kohn-Sham gap = 3.7 eV
Total charge = -2
E_LUMO = 3.5 eV



2.
This record from OMol25 describes a molecular structure, C5H6CrFO4. The level of theory is ωB97M-V/def2-TZVPD.

Geometry (Å):
1 O 3.03 0.13 -0.20
2 C 3.17 -1.09 -0.07
3 H 4.18 -1.46 0.12
4 H 1.20 -1.66 0.45
5 C 2.07 -2.06 -0.12
6 H 1.77 -2.32 -1.14
7 H 2.41 -2.96 0.43
8 C -1.14 0.99 0.41
9 C -2.45 1.20 -0.30
10 O -2.80 -0.14 -0.67
11 C -1.90 -1.01 -0.24
12 O -0.90 -0.32 0.44
13 O -1.91 -2.19 -0.34
14 F -0.06 1.69 -0.14
15 H -2.34 1.82 -1.19
16 H -3.23 1.61 0.36
17 Cr 1.84 1.52 -0.44

Computed properties:
Strongest force on any atom = 2.78 eV/A
Energy relative to the best compared isomer or geometry (same formula, charge and spin) = 0.000 eV
HOMO (alpha / beta) = -17.6839 / -18.7545 eV
Kohn-Sham gap (alpha / beta) = 6.2 / 8.4 eV
Total charge = +2
Spin multiplicity = 6
E_LUMO (alpha / beta) = -11.5 / -10.3 eV



- Among the records above, which one has the highest total charge?
  C5H6CrFO4



- Look up the strongest force on any atom of the second one.
  2.78 eV/A



- What is the formula in the second record?
  C5H6CrFO4



- energy relative to the best compared isomer or geometry (same formula, charge and spin) of number 1 (C36H24BrF3N3O3PdSSb)?
  0.332 eV